The following is a DFT calculation (wB97M-V/def2-TZVPD) of a molecular structure, C25H36NO2Rh at a distorted geometry.

The geometry in XYZ format:
```
65
Properties=species:S:1:pos:R:3:mulliken_charge:R:1
O 3.18 -2.73 -2.91 -0.34
C 3.28 -4.17 -2.59 -0.42
C 4.43 -4.42 -3.55 -0.91
H 2.36 -4.72 -2.84 0.32
H 3.54 -4.34 -1.54 0.24
C 4.30 -2.91 -3.83 1.58
H 4.21 -5.05 -4.40 0.33
H 5.38 -4.71 -3.11 0.30
C 3.89 -2.65 -5.26 -1.69
H 3.03 -3.27 -5.53 0.39
H 4.72 -2.89 -5.94 0.39
H 3.64 -1.59 -5.41 0.37
C 5.52 -2.11 -3.42 -1.75
H 5.83 -2.35 -2.39 0.37
H 5.34 -1.04 -3.51 0.37
H 6.36 -2.36 -4.09 0.42
Rh -1.48 2.38 1.69 0.44
C -0.51 3.09 3.24 -0.34
C -1.03 1.86 3.75 -0.86
C -0.56 0.83 2.94 -0.70
H -1.86 1.82 4.45 0.66
C 0.20 1.43 1.90 -0.21
C 0.39 2.70 2.31 -1.21
H 0.98 3.39 1.77 0.81
H -0.69 4.08 3.63 0.50
H -0.93 -0.18 2.85 0.56
H 0.69 0.90 1.08 0.57
C -2.17 4.14 0.81 -0.52
C -0.81 4.06 0.96 -1.14
C -0.33 3.02 0.22 -0.75
H -0.26 4.73 1.56 0.79
C -1.39 2.32 -0.32 -0.10
C -2.53 3.13 -0.10 -1.18
H -3.54 2.79 -0.33 0.52
H -2.83 4.75 1.41 0.83
H 0.70 2.75 0.06 0.81
H -1.32 1.35 -0.80 0.34
O -0.32 -1.40 -1.22 -0.49
C 0.95 -0.69 -1.33 0.10
C 2.04 -1.55 -0.64 -0.38
H 0.86 0.31 -0.86 -0.41
H 1.17 -0.54 -2.39 0.50
C 1.28 -2.89 -0.39 -0.44
H 2.26 -1.11 0.34 0.29
H 2.93 -1.70 -1.23 0.27
C -0.09 -2.31 -0.12 -0.19
H 1.71 -3.48 0.43 0.32
H 1.29 -3.47 -1.33 0.08
H -0.05 -1.75 0.83 -0.05
H -0.89 -3.04 -0.05 0.48
C -4.07 3.46 3.73 -1.14
C -4.32 2.19 3.04 0.63
C -5.45 1.35 3.07 -0.91
C -5.22 0.28 2.22 -1.07
C -3.93 0.46 1.65 0.39
C -3.20 -0.36 0.66 -0.53
N -3.46 1.60 2.18 0.71
H -3.34 4.09 3.22 0.00
H -3.73 3.28 4.76 0.27
H -5.01 4.01 3.80 0.44
H -6.31 1.60 3.69 0.51
H -5.83 -0.58 1.98 0.50
H -3.45 -1.42 0.82 0.46
H -3.47 -0.09 -0.37 0.26
H -2.10 -0.26 0.75 -0.35
```

net charge = 0
<S²> = 6.03
energy above the lowest of the compared OMol25 structures with the same formula, charge and spin = 31.52 kcal/mol
highest occupied orbital energy (alpha / beta) = -3.40 / -7.16 eV
largest force on an atom = 11.723 eV/Å
spin multiplicity = 5